No. 1
Below is 3 unconnected molecules or ions with the total composition C38H47BrN3O9 in a non-equilibrium geometry, with properties calculated with ωB97M-V with the def2-TZVPD basis set.

Each atom is followed by the atoms it is bonded to, with distances in Å.
Geometry (Å):
1 C 3.918 -5.251 -3.236  C2 1.506, H40 1.178, H41 1.173
2 C 2.975 -4.120 -3.551  C1 1.506, C3 1.631, H42 1.193
3 C 2.021 -3.353 -2.473  C2 1.631, C4 1.675, C39 1.628
4 C 0.609 -4.206 -2.185  C3 1.675, N5 1.544, C8 1.631
5 N 0.307 -5.548 -2.885  C4 1.544, C6 1.392
6 C 0.672 -6.533 -1.971  N5 1.392, O7 1.353
7 O 0.582 -7.464 -0.994  C6 1.353
8 C -0.543 -3.653 -1.172  C4 1.631, C9 1.672, C16 1.673
9 C -1.964 -4.481 -0.871  C8 1.672, C10 1.673, H43 1.175, H44 1.170
10 C -3.136 -3.585 -1.661  C9 1.673, C11 1.652, H45 1.188, H46 1.194
11 C -4.420 -3.230 -0.685  C10 1.652, C12 1.643, H47 1.171, H48 1.180
12 C -5.537 -2.331 -1.487  C11 1.643, C13 1.643, H49 1.186, H50 1.192
13 C -5.337 -0.709 -1.314  C12 1.643, O14 1.471, H51 1.186, H52 1.191
14 O -5.112 -0.255 0.067  C13 1.471, C15 1.473
15 C -6.371 -0.096 0.815  O14 1.473, H53 1.170, H54 1.184, H55 1.193
16 C -0.244 -2.172 -0.455  C8 1.673, O17 1.498, C18 1.646
17 O -1.352 -1.774 0.470  C16 1.498, H56 1.002
18 C 1.108 -1.269 -0.714  C16 1.646, C19 1.674, C39 1.673
19 C 1.347 0.233 -0.015  C18 1.674, C20 1.668, N24 1.545
20 C 0.188 0.951 0.947  C19 1.668, C21 1.635, H57 1.196, H58 1.169
21 C 0.221 0.455 2.504  C20 1.635, C22 1.673, N23 1.370
22 C 1.395 1.140 3.480  C21 1.673, H59 1.194, H60 1.170, H61 1.177
23 N -0.631 -0.423 3.121  C21 1.370, H62 1.058
24 N 2.677 0.973 -0.281  C19 1.545, Br25 1.917, C26 1.546
25 Br 2.988 2.660 0.574  N24 1.917
26 C 3.782 0.407 -1.203  N24 1.546, C27 1.663, C36 1.677
27 C 5.094 1.410 -1.400  C26 1.663, C28 1.677, H63 1.175, H64 1.185
28 C 4.717 2.662 -2.451  C27 1.677, C29 1.638, H65 1.194, H66 1.194
29 C 5.318 4.109 -1.976  C28 1.638, C30 1.673, H67 1.191, H68 1.170
30 C 4.100 5.203 -1.630  C29 1.673, C31 1.640, C35 1.643
31 C 2.669 5.282 -2.427  C30 1.640, C32 1.649, H69 1.194
32 C 1.431 6.314 -2.080  C31 1.649, C33 1.653, H70 1.191
33 C 1.665 7.334 -0.799  C32 1.653, C34 1.663, H71 1.183
34 C 3.125 7.275 -0.006  C33 1.663, C35 1.648, H72 1.174
35 C 4.349 6.235 -0.376  C30 1.643, C34 1.648, H73 1.176
36 C 3.647 -1.089 -1.948  C26 1.677, C37 1.633, C39 1.629
37 C 4.963 -1.515 -2.815  C36 1.633, C38 1.666, H74 1.198, H75 1.165
38 C 5.160 -0.584 -4.182  C37 1.666, H76 1.190, H77 1.171, H78 1.176
39 C 2.267 -1.927 -1.727  C3 1.628, C18 1.673, C36 1.629
40 H 4.807 -5.007 -2.502  C1 1.178
41 H 3.684 -6.305 -3.694  C1 1.173
42 H 2.970 -3.752 -4.686  C2 1.193
43 H -1.895 -5.583 -1.275  C9 1.175
44 H -2.211 -4.397 0.270  C9 1.170
45 H -3.463 -4.090 -2.686  C10 1.188
46 H -2.678 -2.529 -1.977  C10 1.194
47 H -4.086 -2.648 0.275  C11 1.171
48 H -4.929 -4.246 -0.367  C11 1.180
49 H -5.469 -2.555 -2.650  C12 1.186
50 H -6.654 -2.572 -1.147  C12 1.192
51 H -6.325 -0.203 -1.733  C13 1.186
52 H -4.456 -0.267 -1.983  C13 1.191
53 H -7.342 -0.296 0.194  C15 1.170
54 H -6.374 -0.883 1.700  C15 1.184
55 H -6.451 0.979 1.327  C15 1.193
56 H -1.953 -1.228 -0.117  O17 1.002
57 H -0.842 0.729 0.382  C20 1.196
58 H 0.224 2.120 0.959  C20 1.169
59 H 1.111 2.300 3.500  C22 1.194
60 H 2.468 1.073 3.018  C22 1.170
61 H 1.317 0.782 4.598  C22 1.177
62 H -0.372 -0.519 4.142  N23 1.058
63 H 5.560 1.788 -0.391  C27 1.175
64 H 6.005 0.900 -1.961  C27 1.185
65 H 3.525 2.629 -2.515  C28 1.194
66 H 5.079 2.347 -3.544  C28 1.194
67 H 5.865 4.572 -2.928  C29 1.191
68 H 6.076 3.977 -1.095  C29 1.170
69 H 2.485 4.528 -3.335  C31 1.194
70 H 0.427 6.264 -2.718  C32 1.191
71 H 0.782 8.063 -0.503  C33 1.183
72 H 3.296 7.999 0.901  C34 1.174
73 H 5.381 6.161 0.182  C35 1.176
74 H 5.899 -1.229 -2.125  C37 1.198
75 H 5.141 -2.653 -2.992  C37 1.165
76 H 4.201 0.108 -4.317  C38 1.190
77 H 5.324 -1.322 -5.075  C38 1.171
78 H 6.074 0.146 -4.060  C38 1.176
79 C -1.540 4.394 5.348  C80 1.494, O84 1.415, H85 1.093, H86 1.095
80 C -2.466 5.085 4.400  C79 1.494, O81 1.415, H87 1.095, H88 1.093
81 O -1.591 5.622 3.425  C80 1.415, C82 1.365
82 C -0.452 4.871 3.456  O81 1.365, O83 1.220, O84 1.365
83 O 0.446 4.947 2.634  C82 1.220
84 O -0.450 4.022 4.526  C79 1.415, C82 1.365
85 H -1.996 3.513 5.808  C79 1.093
86 H -1.176 5.060 6.137  C79 1.095
87 H -3.157 4.391 3.910  C80 1.095
88 H -3.042 5.878 4.884  C80 1.093
89 C -4.239 -4.869 3.867  C90 1.494, O94 1.415, H95 1.093, H96 1.095
90 C -3.689 -3.601 3.298  C89 1.494, O91 1.415, H97 1.095, H98 1.093
91 O -4.832 -2.961 2.765  C90 1.415, C92 1.365
92 C -5.913 -3.456 3.436  O91 1.365, O93 1.220, O94 1.365
93 O -7.043 -3.003 3.350  C92 1.220
94 O -5.565 -4.521 4.215  C89 1.415, C92 1.365
95 H -3.683 -5.206 4.746  C89 1.093
96 H -4.267 -5.680 3.132  C89 1.095
97 H -3.248 -2.956 4.065  C90 1.095
98 H -2.946 -3.784 2.517  C90 1.093

Results
- LUMO (eV) = -4.526
- charge = +1
- largest force on an atom (eV Å⁻¹) = 11.36
- ΔE to the lowest compared entry with this formula, charge and spin (kcal per mole) = 679.9
- HOMO (eV) = -10.313
- gap between HOMO and LUMO (eV) = 5.79


No. 2
Below is 2 unconnected molecules or ions with the total composition C5H14 in a non-equilibrium geometry, with properties calculated with ωB97M-V with the def2-TZVPD basis set.

Each atom is followed by the atoms it is bonded to, with distances in Å.
Geometry (Å):
1 C -2.288 -1.510 -0.094  C2 1.523, H4 1.090, H5 1.098, H6 1.093
2 C -0.794 -1.233 0.008  C1 1.523, C3 1.550, H7 1.084, H8 1.099
3 C 0.074 -2.499 0.229  C2 1.550, H9 1.090, H10 1.093, H11 1.093
4 H -2.704 -1.347 -1.089  C1 1.090
5 H -2.517 -2.556 0.152  C1 1.098
6 H -2.879 -0.902 0.595  C1 1.093
7 H -0.438 -0.463 0.682  C2 1.084
8 H -0.478 -0.855 -0.974  C2 1.099
9 H 0.626 -2.514 1.169  C3 1.090
10 H 0.818 -2.632 -0.559  C3 1.093
11 H -0.532 -3.409 0.233  C3 1.093
12 C 1.552 2.367 -0.798  C13 1.530, H14 1.086, H15 1.096, H16 1.084
13 C 1.264 2.581 0.689  C12 1.530, H17 1.095, H18 1.095, H19 1.087
14 H 0.872 1.623 -1.204  C12 1.086
15 H 1.359 3.304 -1.331  C12 1.096
16 H 2.544 1.974 -0.989  C12 1.084
17 H 2.163 2.911 1.220  C13 1.095
18 H 0.793 1.757 1.235  C13 1.095
19 H 0.564 3.402 0.824  C13 1.087

Results
- LUMO (eV) = 1.116
- charge = 0
- largest force on an atom (eV Å⁻¹) = 1.89
- ΔE to the lowest compared entry with this formula, charge and spin (kcal per mole) = 11.5
- HOMO (eV) = -11.118
- gap between HOMO and LUMO (eV) = 12.23


No. 3
Below is a single C4H8O2Se molecule in a non-equilibrium geometry, with properties calculated with ωB97M-V with the def2-TZVPD basis set.

Each atom is followed by the atoms it is bonded to, with distances in Å.
Geometry (Å):
1 O -3.019 -1.400 -0.163  C2 1.341, H8 0.992
2 C -1.964 -0.598 0.034  O1 1.341, C3 1.332, H9 1.117
3 C -1.119 -0.665 1.062  C2 1.332, C4 1.450, H10 1.195
4 C -0.021 0.249 1.311  C3 1.450, Se5 2.018, H11 1.075, H12 1.075
5 Se 1.752 -0.406 0.607  C4 2.018, C6 2.008
6 C 2.068 0.565 -1.121  Se5 2.008, O7 1.374, H13 1.042, H14 1.152
7 O 3.354 0.379 -1.568  C6 1.374, H15 0.928
8 H -3.109 -1.797 0.741  O1 0.992
9 H -1.870 0.143 -0.796  C2 1.117
10 H -1.296 -1.574 1.817  C3 1.195
11 H -0.057 1.137 0.705  C4 1.075
12 H 0.187 0.449 2.347  C4 1.075
13 H 1.905 1.590 -1.030  C6 1.042
14 H 1.340 0.295 -1.972  C6 1.152
15 H 3.428 -0.447 -1.984  O7 0.928

Results
- LUMO (eV) = 0.710
- charge = 0
- largest force on an atom (eV Å⁻¹) = 3.18
- ΔE to the lowest compared entry with this formula, charge and spin (kcal per mole) = 42.5
- HOMO (eV) = -8.189
- gap between HOMO and LUMO (eV) = 8.90


Which formula does entry 3 have? C4H8O2Se